Molecular formula: FH2OP
Method: DFT, wB97M-V/def2-TZVPD

Element x y z (Å)
1 O 0.6346 -0.5884 0.3063
2 F 1.9767 -0.0278 0.3211
3 P -0.5060 0.5646 0.2255
4 H -1.3052 -0.7354 0.4237
5 H -0.8001 0.7870 -1.2766

Summary:
Spin multiplicity: 3
Maximum force: 11.90 eV Å⁻¹
Expectation value of S²: 2.01
Total energy: -517.36748 a.u.
ΔE to the lowest compared entry with this formula, charge and spin: 225.45 kJ/mol